{
  "formula": "C20H23ClN2Sn",
  "method": "wB97M-V/def2-TZVPD",
  "species": ["C", "C", "C", "C", "Cl", "H", "H", "H", "H", "H", "H", "H", "H", "H", "C", "C", "C", "H", "C", "C", "H", "H", "H", "H", "C", "C", "C", "H", "C", "C", "H", "H", "H", "H", "Sn", "N", "C", "C", "C", "C", "N", "C", "C", "H", "H", "H", "H"],
  "coordinates": [[0.238, 0.754, -5.016], [1.612, 1.257, -5.043], [-0.004, -0.658, -5.285], [-0.882, 1.698, -5.079], [0.104, 0.713, -2.286], [-0.013, -0.777, -6.382], [-0.969, -1.024, -4.909], [0.781, -1.320, -4.894], [1.870, 1.464, -6.094], [2.343, 0.530, -4.663], [1.748, 2.190, -4.481], [-1.030, 1.976, -6.133], [-0.702, 2.626, -4.520], [-1.829, 1.270, -4.719], [2.112, -1.535, 1.576], [1.063, -2.136, 0.831], [1.199, -1.726, -0.517], [0.323, -2.854, 1.186], [2.355, -0.856, -0.604], [2.898, -0.744, 0.714], [3.773, -0.174, 1.014], [2.278, -1.689, 2.629], [0.609, -2.028, -1.363], [2.794, -0.423, -1.490], [-2.806, 1.103, 1.000], [-2.586, -0.034, 1.802], [-2.132, -1.115, 0.987], [-2.757, -0.114, 2.872], [-2.066, -0.641, -0.355], [-2.483, 0.753, -0.351], [-2.629, 1.402, -1.213], [-3.156, 2.072, 1.371], [-1.945, -2.150, 1.285], [-1.820, -1.201, -1.246], [0.248, 0.850, -0.005], [0.021, 0.122, 8.419], [0.080, 0.138, 7.250], [0.137, 0.192, 5.802], [-0.198, -0.955, 5.063], [-0.173, -0.860, 3.663], [0.123, 0.265, 3.009], [0.453, 1.353, 3.710], [0.458, 1.373, 5.115], [-0.489, -1.906, 5.515], [-0.390, -1.731, 3.025], [0.745, 2.256, 3.148], [0.696, 2.295, 5.658]],
  "forces_ev_per_a": [[-0.020, 0.307, -0.966], [0.683, 0.144, 0.864], [-0.157, -0.930, 0.775], [-0.563, 0.339, 0.835], [-0.054, 0.074, -2.478], [0.015, 0.131, 0.032], [0.145, 0.317, -0.278], [-0.041, 0.327, -0.273], [-0.154, -0.048, -0.006], [-0.293, 0.059, -0.315], [-0.243, -0.140, -0.342], [0.134, -0.103, -0.056], [0.180, -0.230, -0.329], [0.316, -0.055, -0.301], [0.726, 0.368, 0.001], [-0.801, -0.161, -2.698], [-0.712, -0.898, 1.931], [0.345, 0.324, -0.073], [1.501, 0.339, 2.187], [-0.194, 0.346, -1.180], [-0.194, -0.149, -0.174], [0.136, 0.015, 0.064], [-0.112, -0.211, 0.020], [-0.083, -0.065, -0.039], [0.376, 0.164, -0.685], [-0.485, 0.782, 0.226], [0.341, -0.187, -3.031], [-0.042, 0.144, -0.265], [0.240, -1.182, 2.015], [-0.982, 0.899, 1.797], [0.073, -0.276, 0.208], [0.153, -0.500, -0.331], [-0.107, 0.547, -0.024], [-0.101, -0.087, 0.189], [-0.050, -0.422, 2.674], [0.140, -0.019, -2.720], [-0.022, 0.220, 2.221], [-0.348, -0.165, -0.153], [0.050, 0.032, -0.870], [-0.071, -0.157, 0.649], [0.340, 0.143, -0.211], [0.023, 0.104, 0.669], [0.044, -0.038, -0.245], [0.218, 0.456, 0.075], [-0.015, 0.418, 0.559], [-0.283, -0.496, 0.295], [-0.052, -0.479, -0.241]],
  "nbo_charge": [0.6514, -0.7751, -0.7780, -0.7746, -0.6377, 0.3294, 0.2700, 0.2676, 0.3254, 0.2646, 0.2737, 0.3237, 0.2728, 0.2666, -0.0332, -0.2387, -0.3172, 0.2439, -0.1950, -0.3353, 0.2629, 0.2436, 0.2453, 0.2481, -0.3377, -0.0441, -0.2100, 0.2455, -0.3541, -0.1880, 0.2526, 0.2651, 0.2451, 0.2487, 1.3890, -0.1847, 0.2200, -0.0854, -0.1908, 0.0245, -0.4828, 0.0391, -0.1881, 0.2597, 0.1976, 0.2113, 0.2632],
  "e_homo_ev": [-14.56, -14.55],
  "charge": 2,
  "spin_multiplicity": 1
}

=====

{
  "formula": "C20H23ClN5O4",
  "method": "wB97M-V/def2-TZVPD",
  "species": ["C", "H", "H", "H", "O", "C", "C", "C", "C", "C", "C", "O", "C", "C", "C", "C", "C", "C", "C", "H", "H", "Cl", "H", "H", "H", "H", "H", "H", "C", "H", "H", "N", "H", "C", "H", "H", "C", "N", "C", "O", "C", "N", "O", "N", "C", "N", "H", "H", "H", "H", "H", "H", "H"],
  "coordinates": [[-2.045, -2.201, -3.198], [-1.673, -3.009, -3.826], [-1.721, -1.244, -3.609], [-3.134, -2.232, -3.169], [-1.484, -2.439, -1.919], [-1.963, -1.825, -0.814], [-1.520, -2.375, 0.385], [-1.893, -1.858, 1.617], [-2.786, -0.797, 1.655], [-3.230, -0.232, 0.474], [-2.805, -0.693, -0.767], [-3.154, -0.079, -1.937], [-3.357, 1.329, -1.900], [-2.192, 2.010, -1.227], [-2.361, 2.871, -0.152], [-1.266, 3.365, 0.536], [0.006, 2.990, 0.142], [0.199, 2.177, -0.964], [-0.902, 1.690, -1.641], [-0.762, 1.045, -2.494], [1.200, 1.933, -1.285], [1.389, 3.522, 1.053], [-1.403, 4.025, 1.378], [-3.354, 3.158, 0.159], [-4.305, 1.583, -1.412], [-3.427, 1.616, -2.953], [-3.918, 0.595, 0.523], [-3.134, -0.402, 2.597], [-1.303, -2.435, 2.874], [-1.361, -3.525, 2.837], [-1.850, -2.085, 3.752], [0.136, -2.075, 3.016], [0.576, -2.737, 3.656], [0.429, -0.695, 3.468], [1.431, -0.678, 3.903], [-0.289, -0.403, 4.237], [0.363, 0.320, 2.324], [1.485, 0.268, 1.403], [1.876, -0.782, 0.677], [1.491, -1.952, 0.861], [2.845, -0.488, -0.366], [3.266, 0.722, -0.669], [4.113, 0.599, -1.668], [4.272, -0.676, -2.053], [3.499, -1.408, -1.272], [3.383, -2.734, -1.307], [3.843, -3.244, -2.040], [2.672, -3.173, -0.748], [1.872, 1.169, 1.135], [-0.574, 0.192, 1.772], [0.369, 1.322, 2.755], [0.648, -2.151, 2.021], [-0.856, -3.222, 0.316]],
  "forces_ev_per_a": [[-0.147, -0.031, -0.554], [-0.050, 0.065, 0.039], [-0.036, -0.092, 0.042], [0.060, -0.019, -0.005], [0.153, 0.148, 0.386], [-0.021, 0.056, 0.086], [-0.197, 0.167, -0.029], [-0.160, -0.030, -0.079], [0.028, -0.189, 0.016], [-0.059, -0.092, -0.098], [0.117, -0.136, 0.034], [0.014, -0.429, 0.117], [0.019, 0.397, -0.062], [-0.010, 0.040, -0.005], [0.064, -0.071, -0.229], [0.141, 0.053, 0.101], [-0.212, -0.011, -0.112], [0.079, 0.065, 0.031], [-0.134, 0.085, 0.053], [0.038, -0.110, -0.097], [0.086, 0.003, -0.030], [0.046, 0.150, 0.036], [0.021, 0.078, 0.102], [-0.140, -0.009, 0.071], [0.085, -0.020, -0.053], [-0.063, -0.018, 0.163], [-0.073, 0.116, -0.038], [-0.041, 0.068, 0.150], [-0.586, -0.060, -0.192], [0.112, 0.061, 0.106], [0.135, -0.057, 0.002], [0.395, -0.407, -0.367], [-0.012, 0.097, -0.081], [0.112, 0.673, 0.024], [-0.100, -0.094, 0.009], [0.033, -0.116, -0.031], [-0.255, -0.291, 0.009], [0.235, 0.074, -0.114], [-0.148, 0.567, 0.491], [0.110, -0.073, -0.259], [1.012, -0.036, -1.271], [-0.613, -0.351, 0.703], [-0.030, 0.719, 0.172], [-0.121, -1.520, -0.126], [0.022, 1.592, 0.272], [0.021, -0.693, -0.075], [-0.047, -0.071, 0.013], [0.063, 0.005, -0.100], [0.015, -0.121, 0.025], [0.164, 0.170, 0.072], [-0.023, -0.074, -0.001], [-0.203, -0.084, 0.729], [0.098, -0.142, -0.047]],
  "nbo_charge": [-0.2418, 0.2002, 0.1816, 0.1920, -0.4909, 0.2706, -0.2378, -0.0877, -0.2278, -0.2722, 0.3085, -0.5155, -0.0884, -0.0530, -0.1824, -0.2311, -0.0662, -0.1834, -0.2103, 0.2257, 0.2316, 0.0106, 0.2371, 0.2230, 0.1877, 0.2222, 0.2295, 0.2194, -0.2361, 0.2341, 0.2214, -0.5538, 0.4239, -0.2365, 0.2333, 0.2289, -0.2649, -0.5866, 0.6790, -0.6707, -0.0609, -0.0428, -0.0825, -0.1491, 0.3141, -0.7861, 0.4188, 0.4233, 0.4458, 0.2461, 0.2495, 0.4721, 0.2287],
  "e_homo_ev": -11.21,
  "charge": 1,
  "smiles": "COc1cc(C[NH2+]CCNC(=O)c2nonc2N)ccc1OCc1ccc(Cl)cc1",
  "spin_multiplicity": 1
}

=====

The calculation returns the following molar mass values, one per record and in order: 445.582, 432.888 g mol⁻¹.